(1)
This record from the OMol25 dataset describes C29H35BrN2O2Sn as an isolated structure. The level of theory is ωB97M-V with the def2-TZVPD basis set.

Summary:
frontier orbital gap: 8.0 eV
energy: -4174.3381 Ha
highest occupied orbital energy: -7.896 eV

Geometry as XYZ:
```
70
Properties=species:S:1:pos:R:3:forces:R:3:lowdin_charge:R:1
Sn 0.198 -0.344 -0.524 -0.089 -0.161 -0.109 1.12
C -0.628 7.331 1.251 -0.049 -0.017 0.016 -0.05
C 0.805 6.791 1.355 0.009 -0.039 0.022 -0.56
C 1.659 7.410 0.240 0.034 -0.017 -0.014 -0.05
C 1.385 7.227 2.702 -0.017 0.021 -0.014 -0.07
C 0.797 5.269 1.202 0.027 -0.013 -0.023 -0.17
C 0.278 4.685 0.051 0.010 -0.020 0.088 -0.10
C 0.314 3.315 -0.100 -0.003 -0.182 -0.062 -0.55
Br -0.403 2.606 -1.719 0.031 0.130 0.020 0.74
C 0.857 2.427 0.851 -0.006 0.074 0.097 -0.37
O 0.926 1.113 0.684 0.105 0.346 -0.172 -0.39
C 1.338 3.013 2.041 0.007 -0.026 0.090 -0.08
C 1.306 4.404 2.161 -0.027 0.034 0.027 0.01
C 1.912 2.230 3.245 -0.001 -0.014 -0.028 -0.52
C 3.377 2.643 3.455 0.012 0.016 -0.013 -0.04
C 1.882 0.700 3.129 -0.015 0.033 0.041 -0.07
C 1.099 2.590 4.502 -0.012 -0.005 -0.032 -0.04
H -0.634 8.417 1.373 0.001 -0.037 -0.013 0.08
H -1.258 6.894 2.030 0.004 0.022 -0.025 0.09
H -1.078 7.099 0.284 0.022 0.005 0.039 0.08
H 1.666 8.500 0.325 -0.006 -0.044 -0.004 0.08
H 1.277 7.149 -0.750 0.008 0.016 0.041 0.08
H 2.689 7.052 0.307 -0.023 0.018 -0.019 0.09
H 1.370 8.317 2.767 0.001 -0.030 0.002 0.09
H 2.422 6.902 2.817 -0.028 0.012 0.002 0.09
H 0.802 6.833 3.538 0.022 0.014 -0.025 0.09
H -0.153 5.287 -0.740 0.033 -0.025 0.024 0.10
H 1.707 4.831 3.069 -0.004 -0.015 0.005 0.09
H 3.973 2.390 2.576 -0.010 0.008 0.025 0.09
H 3.794 2.114 4.316 -0.011 0.014 -0.023 0.08
H 3.480 3.715 3.635 0.002 -0.022 -0.001 0.08
H 2.498 0.335 2.309 -0.015 0.005 0.046 0.08
H 0.874 0.315 2.975 0.164 -0.005 0.034 0.05
H 2.269 0.285 4.065 0.000 0.011 -0.010 0.09
H 1.124 3.656 4.728 0.003 0.000 -0.005 0.08
H 1.498 2.054 5.367 -0.012 0.011 -0.020 0.09
H 0.052 2.299 4.375 0.038 0.018 0.034 0.07
O -1.816 0.261 0.408 -0.327 -0.176 -0.293 -0.15
C -2.210 -0.128 1.510 0.117 0.022 0.246 -0.50
C -1.855 0.601 2.770 0.026 -0.050 0.021 -0.09
C -3.188 1.221 3.270 -0.020 -0.001 -0.062 -0.16
C -4.212 1.556 2.156 0.022 -0.072 -0.006 -0.18
C -5.133 0.395 1.720 0.077 0.020 0.011 -0.18
C -4.436 -0.717 0.928 0.048 0.053 0.078 -0.16
N -3.183 -1.080 1.622 -0.052 0.039 -0.148 0.09
H -1.116 1.362 2.525 -0.029 -0.028 -0.004 0.10
H -1.423 -0.075 3.512 -0.031 0.015 -0.009 0.13
H -2.950 2.131 3.820 0.017 0.002 -0.007 0.11
H -3.661 0.544 3.986 -0.010 0.023 0.016 0.11
H -3.689 1.960 1.282 -0.020 0.040 0.029 0.12
H -4.852 2.359 2.523 -0.018 0.000 0.008 0.11
H -5.952 0.793 1.117 -0.014 -0.014 0.012 0.11
H -5.588 -0.041 2.617 -0.014 0.018 0.000 0.11
H -4.172 -0.385 -0.072 0.036 -0.008 -0.025 0.12
H -5.069 -1.597 0.839 0.006 -0.032 -0.016 0.12
H -3.357 -1.331 2.586 -0.014 0.059 0.028 0.14
N 2.252 -8.184 5.581 -0.014 0.036 -0.024 0.15
C 1.986 -7.272 4.934 -0.027 0.132 -0.115 -0.18
C 1.650 -6.125 4.123 0.024 -0.144 0.119 -0.23
C 2.598 -5.132 3.893 0.070 0.031 0.004 -0.02
C 2.269 -4.029 3.128 0.011 0.021 0.003 -0.02
C 0.989 -3.900 2.581 -0.017 0.116 -0.042 -0.24
C 0.048 -4.905 2.814 -0.035 -0.034 0.002 -0.02
C 0.374 -6.009 3.579 -0.060 -0.024 -0.010 -0.03
C 0.651 -2.748 1.793 0.068 -0.258 0.212 -0.12
C 0.383 -1.758 1.144 -0.016 0.076 -0.078 -0.19
H 3.589 -5.231 4.316 -0.010 0.013 -0.005 0.12
H 2.998 -3.251 2.946 -0.002 -0.015 0.011 0.12
H -0.941 -4.810 2.385 0.008 -0.007 0.005 0.12
H -0.355 -6.788 3.758 -0.007 0.010 -0.002 0.12
```
Positions in Å, forces in eV/Å.

***

(2)
This record from the OMol25 dataset describes a 3-piece molecular cluster, C2H9NO3 overall at a distorted geometry. The level of theory is ωB97M-V with the def2-TZVPD basis set.

Summary:
structure (SMILES): CNC=O.O.O
frontier orbital gap: 10.9 eV
energy: -362.0503 Ha
highest occupied orbital energy: -10.243 eV

Geometry as XYZ:
```
15
Properties=species:S:1:pos:R:3:forces:R:3:lowdin_charge:R:1
C -2.406 -2.099 0.643 -1.434 -1.158 1.055 -0.12
N -2.424 -1.299 -0.593 2.408 -0.049 1.093 -0.01
C -1.155 -0.789 -0.832 -2.600 -1.066 -1.762 -0.38
O -0.351 -0.757 0.038 2.040 0.451 1.034 0.04
H -1.617 -2.852 0.848 0.315 0.589 -1.583 0.09
H -2.332 -1.620 1.633 -0.637 0.838 -0.690 0.08
H -3.283 -2.740 0.614 -0.428 0.241 0.246 0.07
H -3.215 -1.072 -1.188 0.266 -0.584 0.476 0.13
H -0.968 -0.663 -1.913 0.185 0.807 0.137 0.13
O 2.283 1.158 0.500 0.710 -0.382 0.016 -0.03
H 1.517 1.687 0.367 -0.974 1.144 -0.052 0.02
H 1.884 0.297 0.376 0.148 -0.706 0.001 0.02
O 4.250 3.669 0.104 1.436 0.451 1.950 -0.01
H 3.683 2.930 0.080 -1.092 -1.558 -0.110 -0.03
H 4.134 4.151 -0.676 -0.344 0.982 -1.810 0.00
```
Positions in Å, forces in eV/Å.

***

(3)
This record from the OMol25 dataset describes a 3-piece molecular cluster, C47H87BrN7O3S3 overall at a distorted geometry. The level of theory is ωB97M-V with the def2-TZVPD basis set.

Summary:
frontier orbital gap (alpha / beta): 7.1 / 7.9 eV
energy: -6220.1305 Ha
2S+1: 3
expectation value of S²: 2.008
total charge: +1
highest occupied orbital energy (alpha / beta): -9.708 / -10.468 eV

Geometry as XYZ:
```
148
Properties=species:S:1:pos:R:3:forces:R:3:lowdin_charge:R:1
C 7.229 -2.526 2.465 -0.104 0.694 -0.064 0.11
C 7.367 -1.535 1.785 -0.957 -0.158 -0.008 -0.14
C 7.230 -0.302 0.959 1.083 -0.045 0.417 -0.19
C 7.129 -0.540 -0.579 0.610 -0.124 0.578 -0.16
C 6.401 -1.818 -1.035 -0.920 -0.025 -1.445 -0.12
C 4.855 -1.658 -1.343 1.231 0.942 1.983 -0.32
C 4.158 -1.484 0.057 0.233 0.595 0.149 -0.07
C 3.896 -0.018 0.518 -0.686 -0.393 0.388 -0.24
C 2.437 0.481 0.275 0.600 -0.029 1.287 -0.46
S 2.118 1.837 1.491 0.438 0.664 0.088 0.87
C 2.060 1.019 3.117 -0.057 -0.750 -0.877 -1.02
S 1.179 -0.359 3.211 -0.063 0.079 0.231 0.75
N 2.768 1.597 4.154 0.033 -1.628 -0.850 -0.21
C 4.223 1.622 3.917 1.267 1.670 0.131 -0.24
C 4.854 2.905 4.588 -0.540 -0.766 -0.431 -0.06
C 2.451 1.024 5.475 -0.276 1.101 1.367 -0.27
C 1.044 1.493 5.959 0.542 0.090 -0.511 -0.08
N 4.445 -3.009 -1.873 0.878 0.868 -1.218 0.14
C 3.149 -3.062 -2.636 -1.641 -1.186 0.325 -0.20
C 2.040 -3.684 -1.723 -0.669 0.047 0.311 -0.13
C 0.940 -2.696 -1.247 0.322 0.066 -0.411 -0.21
C 0.053 -3.225 -0.092 -0.620 -0.493 -1.324 -0.18
C -1.350 -2.559 -0.166 -0.276 0.877 0.831 -0.18
C -1.468 -1.298 0.765 -0.106 -0.554 -0.604 -0.20
C -1.274 0.023 -0.011 0.293 0.364 0.453 -0.25
C -1.634 1.292 0.838 0.709 -0.610 -0.598 -0.43
S -2.581 2.479 -0.184 -0.287 0.730 0.222 0.97
C -1.446 3.655 -0.821 1.707 0.519 -1.091 -0.65
N -0.832 3.615 -1.973 -0.879 -1.795 -0.345 0.02
N -0.075 4.704 -2.133 0.797 1.488 0.224 0.03
C -0.214 5.440 -1.054 -0.121 -1.972 -1.698 -0.16
O -1.046 4.811 -0.233 -0.975 1.045 2.781 0.03
C 2.762 -1.746 -3.349 0.479 0.539 -0.849 -0.13
N 3.164 -0.507 -2.659 0.089 -1.031 0.078 0.02
C 4.600 -0.511 -2.342 -0.287 -0.049 -1.430 -0.26
C 5.523 -0.588 -3.623 -0.392 0.533 0.457 -0.21
C 5.234 0.605 -4.566 0.169 0.041 0.111 -0.73
C 5.638 1.960 -3.951 -0.486 0.018 0.163 -0.13
Br 6.205 0.285 -6.260 -0.216 0.065 0.435 0.69
H 7.008 -3.295 3.186 0.381 0.142 -0.406 0.04
H 6.429 0.333 1.373 0.105 -0.512 -0.226 0.10
H 8.154 0.287 1.123 -0.436 -0.143 -0.106 0.12
H 8.168 -0.613 -0.949 -0.466 -0.076 0.168 0.13
H 6.747 0.396 -1.024 -0.080 -0.569 0.035 0.11
H 6.481 -2.680 -0.352 0.340 0.567 0.093 0.12
H 6.874 -2.140 -1.989 -0.128 0.116 0.464 0.12
H 4.854 -1.921 0.801 -0.358 0.056 -0.366 0.11
H 3.212 -2.040 0.172 0.277 0.196 -0.362 0.11
H 4.647 0.709 0.166 -0.386 -0.298 -0.069 0.10
H 4.008 -0.023 1.618 0.041 -0.167 -0.477 0.08
H 2.276 0.884 -0.732 -0.180 -0.084 0.419 0.07
H 1.706 -0.300 0.551 0.367 0.233 -0.443 0.02
H 4.734 0.716 4.297 -0.571 0.135 -0.072 0.13
H 4.458 1.694 2.846 -0.511 -0.131 0.322 0.07
H 4.011 3.590 4.774 0.533 -0.112 0.139 0.08
H 5.541 3.393 3.879 -0.114 -0.194 0.466 0.07
H 5.370 2.632 5.520 -0.154 0.399 -0.303 0.07
H 2.603 -0.065 5.546 -0.154 0.307 -0.388 0.10
H 3.171 1.482 6.180 -0.167 -0.189 -0.472 0.12
H 1.061 1.684 7.041 -0.145 -0.317 -0.326 0.08
H 0.248 0.794 5.669 0.234 0.261 0.276 0.04
H 0.861 2.466 5.466 -0.112 -0.406 0.262 0.08
H 5.191 -3.295 -2.519 -0.110 0.037 0.145 0.18
H 4.501 -3.669 -1.091 -0.459 0.018 -0.141 0.18
H 3.306 -3.801 -3.442 0.185 0.342 0.406 0.15
H 2.447 -4.193 -0.823 0.191 0.265 -0.503 0.12
H 1.545 -4.490 -2.297 0.245 0.331 0.250 0.13
H 1.423 -1.723 -1.050 -0.392 -0.293 0.188 0.08
H 0.271 -2.521 -2.111 0.276 -0.022 0.400 0.11
H 0.515 -3.149 0.905 -0.146 0.130 -0.346 0.11
H -0.114 -4.303 -0.301 0.275 0.388 0.235 0.11
H -1.599 -2.219 -1.190 0.287 -0.424 0.292 0.10
H -2.161 -3.251 0.118 0.557 0.029 -0.027 0.11
H -2.480 -1.303 1.210 0.467 0.128 -0.021 0.11
H -0.729 -1.441 1.570 -0.486 0.437 -0.151 0.04
H -0.221 0.178 -0.319 -0.418 -0.354 -0.041 0.09
H -1.865 0.000 -0.946 0.109 0.017 0.498 0.09
H -2.244 1.015 1.714 0.091 0.349 -0.416 0.06
H -0.698 1.764 1.174 -0.512 -0.038 0.116 0.04
H 0.298 6.380 -0.872 -0.498 -0.282 0.418 0.14
H 3.209 -1.803 -4.368 -0.116 0.078 0.446 0.12
H 1.678 -1.665 -3.538 0.406 -0.491 0.356 0.14
H 2.902 0.257 -3.274 0.130 0.109 0.288 0.12
H 4.819 0.480 -1.912 -0.048 -0.690 0.360 0.13
H 5.386 -1.540 -4.165 0.265 0.357 0.189 0.10
H 6.567 -0.462 -3.287 -0.315 -0.358 -0.341 0.11
H 4.173 0.653 -4.855 0.476 -0.163 -0.086 0.08
H 4.801 2.317 -3.318 0.353 -0.124 -0.170 0.08
H 6.528 1.885 -3.304 -0.184 -0.007 -0.441 0.08
H 5.785 2.740 -4.714 0.047 -0.429 0.263 0.08
C -4.801 3.797 -7.135 0.099 0.251 0.191 -0.03
C -5.000 2.262 -7.028 -0.498 1.860 -0.884 -0.48
C -6.265 1.951 -6.214 -0.041 -0.346 0.463 -0.14
C -6.104 2.148 -4.709 0.098 0.051 -0.056 -0.18
C -4.876 1.398 -4.199 -0.553 -0.185 -0.178 -0.13
C -3.600 1.761 -4.962 0.999 1.274 1.326 -0.49
N -3.774 1.644 -6.440 -1.595 -2.452 0.434 -0.07
O -3.764 0.374 -6.750 0.677 0.447 -0.308 -0.02
C -3.170 3.190 -4.580 -0.222 0.370 -0.087 -0.04
C -2.451 0.883 -4.455 0.031 -0.585 -0.375 -0.05
C -5.247 1.800 -8.469 0.317 -0.701 0.004 -0.05
H -3.744 4.066 -7.141 -0.016 -0.074 0.066 0.08
H -5.212 4.191 -8.065 -0.113 -0.173 0.024 0.08
H -5.290 4.344 -6.329 0.100 -0.023 0.049 0.07
H -6.567 0.913 -6.390 0.158 -0.013 -0.079 0.12
H -7.092 2.571 -6.571 0.150 0.044 -0.172 0.13
H -6.029 3.212 -4.467 0.036 -0.011 -0.011 0.10
H -6.995 1.782 -4.196 0.004 0.028 -0.020 0.11
H -4.745 1.603 -3.133 0.242 0.052 -0.065 0.12
H -5.068 0.322 -4.278 0.129 0.016 -0.150 0.13
H -2.293 3.502 -5.151 -0.023 -0.051 -0.003 0.09
H -2.901 3.235 -3.525 0.039 -0.205 -0.050 0.05
H -3.947 3.938 -4.720 -0.008 -0.049 -0.130 0.06
H -2.667 -0.182 -4.548 -0.050 0.058 -0.185 0.08
H -2.267 1.076 -3.396 -0.126 0.246 -0.051 0.06
H -1.526 1.094 -4.996 -0.051 0.018 -0.034 0.09
H -4.371 1.976 -9.097 0.010 0.001 0.038 0.09
H -6.086 2.348 -8.899 0.049 0.150 0.198 0.09
H -5.504 0.743 -8.529 0.176 -0.005 0.076 0.08
C -6.094 -3.047 5.484 -0.241 0.213 0.065 -0.03
C -4.544 -3.021 5.412 -1.815 -1.081 0.267 -0.48
C -3.951 -3.031 6.829 0.392 0.370 0.215 -0.14
C -4.051 -1.694 7.558 -0.079 0.004 -0.097 -0.17
C -3.490 -0.570 6.693 0.268 -0.457 0.304 -0.14
C -4.132 -0.513 5.304 -1.344 1.615 0.202 -0.49
N -4.106 -1.835 4.614 2.795 -0.514 1.082 -0.07
O -2.884 -2.051 4.196 -0.660 0.128 -0.646 -0.03
C -5.581 -0.001 5.439 -0.303 -0.205 0.123 -0.04
C -3.434 0.563 4.475 0.583 -0.245 -0.430 -0.05
C -4.163 -4.344 4.737 0.632 0.201 -0.398 -0.05
H -6.544 -2.477 4.670 0.078 0.044 0.035 0.08
H -6.483 -4.061 5.386 0.188 -0.036 0.073 0.08
H -6.480 -2.662 6.428 0.009 0.093 -0.059 0.07
H -2.893 -3.313 6.780 -0.020 0.021 -0.174 0.12
H -4.443 -3.803 7.426 -0.085 -0.062 -0.211 0.13
H -5.088 -1.483 7.833 0.006 0.008 -0.033 0.10
H -3.493 -1.747 8.495 -0.032 -0.013 -0.008 0.12
H -3.627 0.384 7.208 -0.093 0.073 -0.216 0.13
H -2.407 -0.709 6.600 -0.046 -0.049 -0.188 0.12
H -6.089 -0.005 4.472 0.052 -0.044 0.010 0.09
H -5.588 1.026 5.806 0.182 -0.024 -0.045 0.09
H -6.185 -0.571 6.140 0.017 -0.068 -0.068 0.06
H -2.359 0.395 4.393 -0.053 -0.155 -0.060 0.07
H -3.561 1.546 4.931 -0.183 -0.123 0.134 0.09
H -3.851 0.613 3.465 -0.015 -0.055 0.031 0.08
H -4.541 -4.390 3.714 -0.007 0.036 0.014 0.09
H -4.588 -5.182 5.291 -0.141 0.187 0.094 0.09
H -3.085 -4.504 4.713 -0.018 0.161 -0.096 0.08
```
Positions in Å, forces in eV/Å.

***

(4)
This record from the OMol25 dataset describes a single C4H11PS2 molecule at a distorted geometry. The level of theory is ωB97M-V with the def2-TZVPD basis set.

Summary:
structure (SMILES): C=P(C)(C)SSC
frontier orbital gap: 8.0 eV
energy: -1296.6472 Ha
highest occupied orbital energy: -7.475 eV

Geometry as XYZ:
```
18
Properties=species:S:1:pos:R:3:forces:R:3:lowdin_charge:R:1
C -2.670 -0.756 0.965 3.816 0.223 -1.833 -0.25
P -1.076 -0.442 0.187 -0.149 -1.046 1.264 0.47
C 0.266 0.266 1.248 -0.717 0.503 2.338 -0.31
C -0.465 -2.178 -0.069 -3.700 1.209 -2.344 -0.24
S -0.645 0.856 -1.572 -0.733 -0.170 0.105 0.18
S 1.317 0.696 -2.075 0.168 -0.831 -0.117 0.34
C 2.227 2.051 -1.310 3.450 -2.220 -0.634 -0.48
H -3.240 -1.367 0.269 -0.419 0.278 0.377 -0.03
H -3.013 0.007 1.606 -0.932 0.726 0.279 -0.06
H 1.354 0.144 0.922 -1.756 -0.319 0.355 0.05
H 0.080 1.362 1.345 0.149 -0.673 -0.245 0.03
H 0.015 -0.118 2.339 1.012 0.409 -2.115 0.08
H -0.323 -2.435 0.946 0.625 -0.935 0.680 0.02
H -1.449 -2.643 -0.501 1.855 0.326 1.008 0.08
H 0.269 -2.276 -0.841 0.910 -0.156 0.122 0.02
H 1.638 2.540 -0.646 -1.937 1.859 1.667 -0.03
H 2.588 2.644 -2.160 0.006 0.180 0.690 0.03
H 3.127 1.650 -0.653 -1.648 0.635 -1.598 0.08
```
Positions in Å, forces in eV/Å.

***

(5)
This record from the OMol25 dataset describes NO3Rb2 as an isolated structure at a distorted geometry. The level of theory is ωB97M-V with the def2-TZVPD basis set.

Summary:
frontier orbital gap (alpha / beta): 12.6 / 8.1 eV
energy: -327.8403 Ha
2S+1: 2
expectation value of S²: 0.757
total charge: +2
highest occupied orbital energy (alpha / beta): -20.923 / -20.480 eV

Geometry as XYZ:
```
6
Properties=species:S:1:pos:R:3:forces:R:3:lowdin_charge:R:1
Rb 13.025 -18.361 -15.044 -1.243 1.650 -1.280 1.01
Rb 14.411 -20.350 -13.454 1.542 -1.523 1.366 1.04
N 11.287 -21.776 -13.436 -3.115 3.507 0.936 -0.58
O 10.217 -22.278 -13.402 -1.245 0.706 -0.096 0.34
O 11.549 -20.504 -13.338 -1.051 -1.121 -0.388 -0.02
O 12.248 -22.418 -13.494 5.112 -3.219 -0.538 0.21
```
Positions in Å, forces in eV/Å.

***

> Which formula does entry 2 have?

C2H9NO3

***

> What is the energy in the fifth record?

-327.8403 Ha

***

> The lowest energy belongs to which entry?

C47H87BrN7O3S3

***

> The highest energy belongs to which entry?

NO3Rb2